238
Properties=species:S:1:pos:R:3:lowdin_charge:R:1 method="wB97M-V/def2-TZVPD" relative_energy_ev=5.683 e_tot_ha=-4045.5460 orbital_gap_ha=0.32569 lumo_ev=0.48 e_homo_ev=-8.39
C 2.203 -0.308 -4.973 -0.06
C 1.100 0.178 -5.876 -0.52
C -0.108 0.543 -5.096 -0.19
O -1.210 0.850 -6.001 -0.19
C -2.395 1.373 -5.409 -0.09
N 1.500 1.281 -6.628 0.04
H 3.143 -0.478 -5.498 0.08
H 1.833 -1.303 -4.729 0.08
H 2.341 0.389 -4.146 0.07
H 0.871 -0.586 -6.619 0.15
H 0.047 1.361 -4.392 0.12
H -0.360 -0.339 -4.507 0.12
H -2.781 0.616 -4.727 0.08
H -3.140 1.586 -6.176 0.08
H -2.229 2.327 -4.909 0.07
H 1.703 0.958 -7.563 0.08
H 0.768 1.976 -6.658 0.07
C -5.003 -4.573 -5.391 -0.05
C -4.790 -3.278 -4.551 -0.39
C -6.098 -2.928 -3.820 -0.21
O -6.058 -1.719 -3.039 -0.19
C -7.334 -1.535 -2.490 -0.14
N -3.805 -3.723 -3.546 0.02
H -5.964 -4.504 -5.900 0.07
H -4.888 -5.452 -4.757 0.08
H -4.218 -4.404 -6.127 0.08
H -4.335 -2.446 -5.088 0.14
H -6.405 -3.756 -3.181 0.13
H -6.854 -2.723 -4.578 0.11
H -8.083 -1.509 -3.283 0.09
H -7.439 -0.687 -1.813 0.07
H -7.600 -2.401 -1.884 0.08
H -4.127 -4.621 -3.216 0.06
H -3.698 -3.088 -2.768 0.06
C 2.884 0.999 3.537 -0.04
C 3.767 -0.246 3.589 -0.41
C 4.412 -0.395 4.968 -0.18
O 5.327 -1.453 4.860 -0.26
C 5.865 -1.816 6.151 -0.06
N 3.084 -1.418 3.114 0.07
H 2.170 1.129 4.350 0.08
H 2.337 1.002 2.594 0.04
H 3.463 1.917 3.426 0.09
H 4.565 -0.085 2.865 0.12
H 3.614 -0.751 5.620 0.12
H 4.949 0.441 5.417 0.14
H 6.478 -1.000 6.533 0.09
H 6.619 -2.602 6.104 0.08
H 5.056 -2.019 6.852 0.09
H 2.526 -1.794 3.867 0.04
H 3.839 -2.087 3.073 0.05
C -5.801 1.892 -3.213 -0.05
C -5.655 3.429 -2.979 -0.37
C -5.915 4.273 -4.313 -0.15
O -4.864 4.001 -5.303 -0.22
C -5.348 3.519 -6.594 -0.09
N -6.697 3.704 -1.970 0.04
H -5.415 1.447 -2.296 0.06
H -5.190 1.581 -4.060 0.06
H -6.785 1.460 -3.396 0.08
H -4.678 3.608 -2.530 0.12
H -5.987 5.303 -3.963 0.11
H -6.938 4.090 -4.642 0.12
H -5.963 2.623 -6.511 0.08
H -4.489 3.389 -7.252 0.08
H -5.931 4.338 -7.017 0.08
H -6.676 4.672 -1.682 0.06
H -6.516 3.219 -1.103 0.03
C 6.230 -1.958 1.168 -0.04
C 6.786 -2.992 2.204 -0.38
C 7.865 -2.374 3.110 -0.23
O 8.255 -3.222 4.188 -0.20
C 9.395 -2.599 4.931 -0.06
N 5.711 -3.391 3.099 0.04
H 6.995 -1.737 0.424 0.06
H 5.949 -0.990 1.581 0.06
H 5.294 -2.261 0.700 0.07
H 7.191 -3.876 1.710 0.14
H 7.458 -1.418 3.441 0.11
H 8.730 -2.074 2.518 0.12
H 10.203 -2.756 4.217 0.08
H 9.586 -3.206 5.816 0.08
H 9.291 -1.575 5.289 0.08
H 5.757 -2.692 3.827 0.01
H 6.019 -4.206 3.608 0.07
C -0.260 -3.167 4.304 -0.03
C 0.985 -3.978 4.752 -0.39
C 1.766 -4.672 3.655 -0.20
O 0.964 -5.772 3.228 -0.20
C 1.556 -6.730 2.315 -0.08
N 1.855 -3.035 5.512 0.03
H 0.113 -2.384 3.645 0.05
H -0.755 -2.661 5.133 0.08
H -0.974 -3.793 3.769 0.07
H 0.675 -4.714 5.494 0.13
H 2.744 -4.987 4.018 0.12
H 1.969 -3.975 2.842 0.11
H 1.963 -6.262 1.418 0.08
H 0.723 -7.341 1.967 0.08
H 2.325 -7.370 2.746 0.09
H 1.416 -2.940 6.417 0.08
H 2.736 -3.471 5.742 0.07
C -0.544 0.746 3.011 -0.06
C -0.608 2.021 3.872 -0.38
C -1.778 2.936 3.381 -0.16
O -2.981 2.132 3.266 -0.19
C -4.041 2.962 2.764 -0.10
N -0.735 1.669 5.296 0.04
H -0.346 0.897 1.950 0.06
H -1.442 0.157 3.197 0.07
H 0.324 0.165 3.324 0.04
H 0.311 2.594 3.750 0.12
H -1.468 3.459 2.476 0.10
H -1.899 3.693 4.156 0.12
H -3.836 3.335 1.760 0.08
H -4.209 3.783 3.461 0.09
H -4.997 2.456 2.627 0.06
H -1.674 1.384 5.533 0.06
H -0.344 0.778 5.570 0.05
C 4.061 2.552 0.070 -0.06
C 3.319 3.746 0.661 -0.41
C 3.150 4.939 -0.241 -0.21
O 4.148 5.925 -0.072 -0.18
C 5.487 5.545 -0.411 -0.10
N 2.009 3.240 1.054 0.05
H 5.070 2.785 -0.272 0.06
H 3.521 2.055 -0.735 0.07
H 4.174 1.830 0.879 0.06
H 3.810 4.063 1.582 0.14
H 2.225 5.457 0.013 0.11
H 3.013 4.751 -1.306 0.12
H 5.965 5.188 0.501 0.08
H 6.086 6.418 -0.673 0.09
H 5.612 4.721 -1.114 0.07
H 2.010 2.320 1.471 0.01
H 1.507 3.116 0.187 0.00
C -1.466 -6.262 0.331 -0.06
C -0.437 -5.366 -0.313 -0.45
C -0.814 -5.023 -1.769 -0.17
O 0.163 -4.176 -2.323 -0.20
C 1.486 -4.705 -2.434 -0.10
N -0.364 -4.179 0.475 0.07
H -1.293 -6.427 1.395 0.07
H -1.392 -7.229 -0.165 0.08
H -2.468 -5.842 0.241 0.08
H 0.499 -5.920 -0.250 0.11
H -1.734 -4.447 -1.873 0.11
H -0.959 -5.832 -2.485 0.13
H 2.166 -4.227 -3.139 0.08
H 1.462 -5.749 -2.750 0.09
H 2.095 -4.667 -1.531 0.07
H 0.217 -3.506 -0.004 0.04
H 0.171 -4.388 1.305 0.06
C -3.948 -0.878 1.981 -0.07
C -3.124 -2.127 2.246 -0.45
C -3.832 -3.069 3.226 -0.20
O -3.901 -2.368 4.459 -0.18
C -3.942 -3.253 5.576 -0.10
N -2.946 -2.705 0.944 0.06
H -4.876 -1.237 1.535 0.08
H -3.522 -0.103 1.344 0.07
H -4.300 -0.379 2.884 0.08
H -2.133 -1.881 2.626 0.11
H -3.210 -3.964 3.229 0.11
H -4.766 -3.333 2.729 0.13
H -3.006 -3.809 5.528 0.07
H -4.721 -4.015 5.592 0.08
H -4.024 -2.625 6.464 0.09
H -2.235 -3.420 0.998 0.02
H -2.392 -2.042 0.420 0.03
C 2.620 -0.923 -0.351 -0.04
C 1.214 -0.608 0.109 -0.42
C 0.115 -0.816 -0.967 -0.14
O -1.048 -0.056 -0.600 -0.23
C -2.190 -0.219 -1.368 -0.11
N 0.870 -1.531 1.135 0.05
H 3.184 -0.703 0.555 0.05
H 3.063 -0.358 -1.172 0.07
H 2.795 -1.976 -0.574 0.08
H 1.202 0.369 0.591 0.11
H -0.185 -1.857 -1.094 0.10
H 0.493 -0.479 -1.932 0.11
H -3.028 0.453 -1.184 0.09
H -2.488 -1.260 -1.236 0.07
H -1.925 -0.100 -2.418 0.07
H 1.603 -1.619 1.824 0.02
H 0.194 -1.079 1.735 0.03
C -7.394 4.874 2.350 -0.04
C -8.320 4.206 1.317 -0.43
C -7.909 2.739 1.134 -0.21
O -6.599 2.503 0.708 -0.23
C -6.236 1.206 0.707 -0.16
N -9.701 4.227 1.760 0.04
H -7.420 4.353 3.307 0.08
H -7.495 5.956 2.441 0.08
H -6.374 4.706 2.007 0.06
H -8.209 4.684 0.344 0.13
H -8.520 2.287 0.353 0.13
H -8.068 2.281 2.111 0.13
H -6.761 0.687 -0.094 0.08
H -6.389 0.687 1.653 0.10
H -5.206 1.063 0.381 0.08
H -9.737 3.733 2.640 0.07
H -10.211 3.594 1.161 0.07
C -1.249 3.326 -0.233 -0.04
C -0.501 3.490 -1.574 -0.39
C -0.119 4.932 -1.935 -0.18
O -1.272 5.681 -2.319 -0.18
C -1.852 5.304 -3.607 -0.07
N 0.718 2.670 -1.428 0.05
H -1.461 2.267 -0.079 0.06
H -2.077 4.015 -0.066 0.08
H -0.547 3.547 0.571 0.05
H -1.064 3.008 -2.374 0.11
H 0.611 4.919 -2.744 0.12
H 0.355 5.363 -1.053 0.11
H -1.154 5.308 -4.444 0.08
H -2.683 5.944 -3.903 0.09
H -2.165 4.263 -3.524 0.05
H 0.371 1.727 -1.322 0.05
H 1.150 2.706 -2.340 0.08
C 8.308 3.797 -3.219 -0.05
C 9.218 2.538 -3.070 -0.42
C 8.338 1.282 -3.042 -0.15
O 7.382 1.284 -1.895 -0.21
C 6.360 0.308 -1.864 -0.12
N 10.182 2.406 -4.172 0.03
H 7.636 3.967 -2.378 0.06
H 7.639 3.633 -4.064 0.08
H 8.915 4.684 -3.402 0.07
H 9.715 2.694 -2.113 0.13
H 9.017 0.451 -2.853 0.11
H 7.813 1.035 -3.965 0.12
H 6.817 -0.645 -1.595 0.07
H 5.939 0.142 -2.855 0.08
H 5.575 0.497 -1.132 0.06
H 10.732 3.250 -4.243 0.07
H 10.851 1.652 -4.126 0.07